1.
Here is C55H45O3P3RhSSi as an isolated structure in a non-equilibrium geometry from the OMol25 dataset. Energies are from wB97M-V/def2-TZVPD.

Output
ΔE to the lowest compared entry with this formula, charge and spin: 4.4 kcal/mol
Calculated total energy: -4170.848116 Ha
Total charge: +1
LUMO energy: -3.385 eV

XYZ file:
```
109
C55H45O3P3RhSSi, DFT wB97M-V/def2-TZVPD
Rh 0.651 -0.074 0.088
C -0.353 5.079 2.766
C -1.407 5.006 1.867
C -1.601 3.858 1.119
C -0.744 2.762 1.275
C 0.310 2.850 2.171
C 0.503 4.001 2.916
P -1.111 1.258 0.339
C -1.894 1.893 -1.156
C -3.153 1.449 -1.558
C -3.799 2.081 -2.609
C -3.185 3.134 -3.268
C -1.910 3.544 -2.903
C -1.261 2.924 -1.851
C -2.462 0.412 1.200
C -3.444 1.051 1.949
C -4.453 0.291 2.510
C -4.483 -1.090 2.320
C -3.497 -1.715 1.576
C -2.468 -0.963 1.001
Si -0.996 -1.674 0.072
C -1.486 -2.356 -1.579
C -2.378 -3.431 -1.716
C -2.570 -4.019 -2.948
C -1.854 -3.565 -4.055
C -0.992 -2.498 -3.935
C -0.826 -1.871 -2.699
P 0.267 -0.428 -2.458
C 1.827 -1.214 -2.997
C 2.576 -0.851 -4.104
C 3.744 -1.540 -4.411
C 4.161 -2.598 -3.622
C 3.403 -2.980 -2.521
C 2.246 -2.291 -2.214
C -0.309 0.632 -3.861
C -1.606 0.432 -4.333
C -2.082 1.117 -5.439
C -1.278 2.034 -6.091
C 0.000 2.274 -5.611
C 0.480 1.592 -4.505
C -0.389 -3.023 1.219
C -0.670 -4.387 1.139
C -0.429 -5.213 2.226
C 0.038 -4.678 3.420
C 0.355 -3.333 3.502
C 0.214 -2.522 2.376
P 0.822 -0.807 2.312
C 2.603 -0.869 2.724
C 3.378 0.220 2.339
C 4.719 0.294 2.690
C 5.307 -0.724 3.418
C 4.545 -1.819 3.801
C 3.204 -1.890 3.464
C 0.081 -0.053 3.799
C 0.809 0.839 4.587
C 0.237 1.403 5.714
C -1.066 1.082 6.066
C -1.794 0.191 5.293
C -1.223 -0.377 4.164
H -0.194 5.981 3.341
H -2.077 5.846 1.740
H -2.426 3.815 0.421
H 1.011 2.040 2.260
H 1.335 4.059 3.604
H -3.651 0.643 -1.036
H -4.786 1.753 -2.907
H -3.696 3.631 -4.082
H -1.422 4.347 -3.435
H -0.266 3.243 -1.561
H -3.415 2.122 2.106
H -5.219 0.770 3.105
H -5.271 -1.678 2.770
H -3.518 -2.792 1.467
H -2.928 -3.801 -0.860
H -3.265 -4.841 -3.053
H -1.981 -4.049 -5.013
H -0.444 -2.146 -4.800
H 2.261 -0.043 -4.746
H 4.322 -1.249 -5.278
H 5.072 -3.130 -3.862
H 3.716 -3.810 -1.903
H 1.672 -2.595 -1.343
H -2.271 -0.263 -3.844
H -3.090 0.929 -5.786
H -1.645 2.564 -6.960
H 0.639 2.998 -6.099
H 1.471 1.807 -4.150
H -1.103 -4.804 0.240
H -0.638 -6.272 2.155
H 0.165 -5.313 4.286
H 0.692 -2.918 4.443
H 2.948 1.032 1.768
H 5.300 1.153 2.381
H 6.353 -0.670 3.686
H 4.993 -2.624 4.367
H 2.651 -2.763 3.765
H 1.832 1.082 4.332
H 0.812 2.089 6.320
H -1.509 1.517 6.952
H -2.806 -0.070 5.568
H -1.801 -1.076 3.574
C 4.469 2.076 -1.310
S 2.806 1.626 -0.946
O 1.980 1.974 -2.087
O 2.386 2.312 0.274
O 2.856 0.158 -0.685
H 4.494 3.142 -1.522
H 4.791 1.507 -2.178
H 5.092 1.842 -0.454
```

Atomic partial charges in e from the Löwdin method, atoms 1 to 4: Rh 0.451; C -0.057; C -0.060; C -0.089



2.
Here is an isolated ion of composition C11H14N3O and charge +1 in a non-equilibrium geometry from the OMol25 dataset. Energies are from wB97M-V/def2-TZVPD.

Output
ΔE to the lowest compared entry with this formula, charge and spin: 0.0 kcal/mol
SMILES string: CN1C(=[NH2+])N[C@@](C)(c2ccccc2)C1=O
Calculated total energy: -666.839616 Ha
Total charge: +1
LUMO energy: -3.080 eV

XYZ file:
```
29
C11H14N3O, DFT wB97M-V/def2-TZVPD
C 3.750 1.073 0.476
C 2.912 1.707 -0.359
C 3.462 -0.148 0.965
C 1.696 1.180 -0.711
C 2.232 -0.749 0.560
C 1.278 -0.076 -0.197
C -0.962 -0.947 0.731
C -2.100 0.569 -0.418
C -0.119 -0.729 -0.538
C 0.054 -1.919 -1.467
C -2.997 -0.209 1.858
N -2.038 -0.122 0.770
N -1.018 0.370 -1.166
N -3.111 1.328 -0.791
O -0.710 -1.798 1.536
H 4.659 1.574 0.682
H 3.122 2.698 -0.684
H 4.156 -0.635 1.513
H 1.178 1.818 -1.321
H 2.029 -1.667 1.080
H -0.989 -2.094 -1.769
H 0.589 -2.799 -1.078
H 0.731 -1.585 -2.254
H -2.942 0.747 2.457
H -4.064 -0.312 1.618
H -2.662 -1.134 2.436
H -0.891 0.700 -2.042
H -4.009 1.273 -0.219
H -3.238 1.888 -1.665
```

Atomic partial charges in e from the Löwdin method, atoms 1 to 4: C -0.092; C -0.082; C -0.027; C -0.027



3.
Here is C27H28ClLuNO3P2 as an isolated structure in a non-equilibrium geometry from the OMol25 dataset. Energies are from wB97M-V/def2-TZVPD.

Output
Calculated total energy: -3704.271710 Ha
Total charge: +1
LUMO energy (alpha / beta): -4.799 / -4.642 eV

XYZ file:
```
63
C27H28ClLuNO3P2, DFT wB97M-V/def2-TZVPD
C -2.473 2.605 -3.432
C -2.063 1.335 -3.030
C -0.706 0.955 -3.260
C 0.300 1.979 -3.433
C -0.142 3.330 -3.538
C -1.506 3.619 -3.628
C 1.633 1.546 -3.519
C 1.969 0.268 -3.031
C 0.900 -0.692 -2.904
C 1.136 -1.976 -2.342
C 2.452 -2.430 -2.278
C 3.523 -1.510 -2.388
C 3.275 -0.162 -2.674
H -3.541 2.829 -3.507
H 0.620 4.116 -3.538
H -1.843 4.641 -3.848
H 2.397 2.188 -3.922
H 2.646 -3.485 -2.064
H 4.558 -1.867 -2.220
H 4.074 0.580 -2.628
N -0.379 -0.345 -3.143
Lu -0.079 0.842 1.720
C -2.905 0.371 -2.243
H -2.630 -0.655 -2.531
H -3.978 0.559 -2.390
C -0.041 -2.664 -1.740
H -0.931 -2.440 -2.340
H 0.128 -3.740 -1.607
P -2.522 0.521 -0.362
P -0.430 -1.886 -0.020
C 1.012 -2.633 0.819
H 0.892 -2.513 1.902
H 1.057 -3.703 0.572
H 1.941 -2.134 0.513
C -1.672 -3.134 0.471
H -1.176 -4.106 0.586
H -2.109 -2.841 1.428
H -2.465 -3.214 -0.282
C -3.262 2.178 -0.174
H -4.300 2.163 -0.496
H -3.209 2.440 0.885
H -2.682 2.890 -0.762
C -3.985 -0.446 0.186
H -3.884 -0.693 1.248
H -4.881 0.176 0.047
H -4.112 -1.372 -0.392
C -1.490 -0.530 2.723
O -2.277 -1.202 3.262
H -1.249 1.555 0.581
Cl 1.459 1.124 7.881
C 1.996 0.937 6.260
C 2.898 -0.098 5.955
C 3.287 -0.295 4.621
C 2.765 0.523 3.609
C 1.979 1.645 3.941
C 1.564 1.832 5.269
C 2.900 0.043 2.169
O 3.828 -0.642 1.790
O 1.837 0.393 1.401
H 3.266 -0.758 6.737
H 3.984 -1.089 4.351
H 1.766 2.430 3.199
H 0.884 2.641 5.539
```

Atomic partial charges in e from the Löwdin method, atoms 1 to 4: C -0.041; C -0.234; C -0.179; C -0.138



4.
Here is a 12-piece molecular cluster, C4H32O11S overall in a non-equilibrium geometry from the OMol25 dataset. Energies are from wB97M-V/def2-TZVPD.

Output
ΔE to the lowest compared entry with this formula, charge and spin: 58.2 kcal/mol
SMILES string: CCCSC.O.O.O.O.O.O.O.O.O.O.O
Calculated total energy: -1397.258559 Ha
LUMO energy: 0.037 eV

XYZ file:
```
48
C4H32O11S, DFT wB97M-V/def2-TZVPD
C -1.368 2.734 -1.728
C -1.597 1.273 -1.208
C -2.670 1.165 -0.146
S -3.052 -0.182 1.073
C -2.646 -1.694 0.203
H -2.249 3.194 -2.182
H -0.824 3.353 -1.011
H -0.758 2.717 -2.639
H -0.763 0.808 -0.727
H -1.494 0.803 -2.136
H -3.768 1.249 -0.592
H -2.512 2.108 0.480
H -2.392 -1.650 -0.820
H -2.264 -2.590 0.653
H -3.576 -2.348 -0.063
H 1.594 2.811 -0.130
H 3.094 3.084 -0.099
O 2.380 2.538 0.224
H 0.951 0.256 3.928
H -0.438 0.317 3.259
O 0.405 -0.121 3.221
H 1.458 -0.363 -4.224
H 1.881 0.300 -3.038
O 1.371 0.486 -3.816
H 0.557 -3.844 -0.122
H -0.199 -4.207 1.169
O 0.592 -3.749 0.775
H 0.739 -0.716 1.613
H 1.051 -1.954 0.633
O 1.462 -1.041 0.822
H 4.309 -0.756 1.152
H 2.963 -0.549 1.367
O 3.802 -0.600 1.846
H 1.898 1.074 -1.213
H 2.368 0.142 -0.319
O 2.582 0.476 -1.218
H 0.385 -0.681 -2.158
H -0.041 -1.854 -1.148
O -0.439 -1.197 -1.867
H -2.645 -0.049 3.495
H -2.144 1.510 3.462
O -2.091 0.645 3.937
H 1.232 2.083 1.985
H 0.697 3.618 1.632
O 0.475 2.706 2.149
H 1.210 -3.579 -2.494
H -0.206 -3.695 -2.078
O 0.679 -4.031 -1.902
```

Atomic partial charges in e from the Löwdin method, atoms 1 to 4: C -0.088; C -0.312; C -0.464; S 0.844



5.
Here is one molecule with the formula C17H21N3OS from the OMol25 dataset. Energies are from wB97M-V/def2-TZVPD.

Output
ΔE to the lowest compared entry with this formula, charge and spin: 35.2 kcal/mol
SMILES string: S=C(NC[C@H](c1ccco1)N1CCCC1)Nc1ccccc1
Calculated total energy: -1298.086604 Ha
LUMO energy: 0.722 eV

XYZ file:
```
43
C17H21N3OS, DFT wB97M-V/def2-TZVPD
S -3.171 1.228 1.823
C -1.792 0.312 1.764
N -1.527 -0.577 0.792
H -0.582 -0.937 0.745
C -2.235 -0.630 -0.458
H -3.062 0.081 -0.417
H -2.642 -1.636 -0.607
C -1.280 -0.312 -1.633
N -0.670 0.991 -1.471
C -1.615 2.101 -1.419
H -2.425 1.981 -2.159
C -0.760 3.310 -1.768
H -0.139 3.578 -0.913
H -1.356 4.172 -2.058
C 0.104 2.766 -2.902
H 1.038 3.311 -3.021
H -0.445 2.815 -3.843
C 0.334 1.306 -2.494
H 0.255 0.636 -3.358
H 1.328 1.172 -2.056
H -2.058 2.179 -0.426
C -0.220 -1.371 -1.670
C 0.956 -1.503 -0.987
C 1.495 -2.757 -1.369
C 0.607 -3.292 -2.247
O -0.434 -2.461 -2.433
H 0.599 -4.216 -2.790
H 2.415 -3.190 -1.033
H 1.402 -0.791 -0.323
H -1.873 -0.388 -2.568
N -0.885 0.455 2.772
C 0.346 -0.179 2.951
C 1.419 0.572 3.432
C 2.654 -0.015 3.621
C 2.841 -1.359 3.336
C 1.772 -2.117 2.890
C 0.528 -1.540 2.707
H -0.308 -2.157 2.414
H 1.901 -3.170 2.693
H 3.810 -1.814 3.476
H 3.477 0.579 3.988
H 1.274 1.620 3.650
H -1.076 1.247 3.371
```

Atomic partial charges in e from the Löwdin method, atoms 1 to 4: S 0.640; C -0.846; N 0.024; H 0.088